No. 1
# C22H56O22

A cluster of 14 separate species, C22H56O22 in total in a non-equilibrium geometry (the ωB97M-V functional and the def2-TZVPD basis, OMol25).

```
100
Properties=species:S:1:pos:R:3:mulliken_spin:R:1
O 1.77 -1.63 5.85 0.000
H 2.59 -1.15 5.80 0.000
H 1.10 -0.98 5.65 0.000
O 1.91 2.20 3.45 0.000
H 2.45 2.58 2.75 0.000
H 2.07 2.77 4.21 0.000
O 1.03 -3.73 4.18 0.018
H 0.34 -3.98 4.80 -0.001
H 1.39 -2.93 4.55 0.000
O 3.48 0.62 5.05 0.000
H 2.89 0.42 4.32 0.000
H 3.87 1.46 4.82 0.000
C 0.54 -1.00 2.05 -0.001
C 0.73 0.01 0.85 0.001
C 1.11 -0.70 -0.44 0.000
O 0.20 -0.25 -1.40 0.000
C -0.74 0.56 -0.84 0.000
O -1.69 1.04 -1.41 0.000
O -0.54 0.46 0.50 0.000
H 1.38 -1.18 2.71 -0.004
H 0.15 -1.97 1.75 -0.002
H -0.33 -0.73 2.65 0.006
H 1.34 0.80 1.30 0.001
H 1.26 -1.77 -0.31 0.000
H 2.04 -0.23 -0.77 0.000
C -2.75 4.04 -5.45 0.000
C -2.79 2.78 -4.59 0.000
C -3.49 3.03 -3.27 0.000
O -3.99 1.78 -2.97 0.000
C -4.17 1.11 -4.09 0.000
O -4.74 0.03 -4.20 0.001
O -3.63 1.77 -5.12 0.000
H -3.72 4.43 -5.76 0.000
H -2.33 3.81 -6.43 0.000
H -2.16 4.85 -5.03 0.000
H -1.81 2.38 -4.33 0.000
H -4.24 3.81 -3.36 0.000
H -2.70 3.30 -2.57 0.000
C -3.89 -1.01 -0.22 -0.005
C -5.05 -1.67 -0.96 0.002
C -5.08 -3.16 -1.09 0.002
O -6.43 -3.48 -1.16 0.002
C -7.10 -2.62 -0.43 0.000
O -8.21 -2.70 0.02 0.000
O -6.32 -1.53 -0.23 0.003
H -3.75 -1.50 0.75 -0.002
H -3.97 0.06 -0.01 0.001
H -2.95 -1.18 -0.74 0.000
H -5.10 -1.30 -1.98 0.003
H -4.62 -3.73 -0.28 0.002
H -4.65 -3.50 -2.04 0.000
C -0.02 4.39 -1.24 0.000
C 0.69 4.16 -2.52 0.000
C 2.19 4.48 -2.46 0.000
O 2.90 3.32 -2.85 0.000
C 2.02 2.32 -3.00 0.000
O 2.28 1.21 -3.35 0.000
O 0.78 2.76 -2.70 0.000
H 0.11 5.45 -1.05 0.000
H 0.40 3.70 -0.51 0.000
H -1.07 4.12 -1.32 0.000
H 0.23 4.68 -3.36 0.000
H 2.63 4.85 -1.53 0.000
H 2.34 5.27 -3.19 0.000
C 4.32 -0.91 1.96 0.000
O 3.94 -1.64 0.86 0.000
H 4.36 0.18 1.93 0.000
H 3.67 -1.26 2.76 0.000
H 5.32 -1.28 2.22 0.000
H 4.23 -1.11 0.12 0.000
C 3.52 2.92 0.17 0.000
O 3.30 3.32 1.51 0.000
H 3.86 3.83 -0.32 0.000
H 4.32 2.19 0.27 0.000
H 2.68 2.52 -0.39 0.000
H 4.11 3.24 2.01 0.000
C -2.41 -4.06 2.38 0.057
O -1.35 -4.91 2.65 0.594
H -3.37 -4.57 2.51 0.005
H -2.28 -3.39 3.23 0.079
H -2.40 -3.75 1.33 0.024
H -0.53 -4.41 2.59 -0.009
C 5.02 -1.36 -1.93 0.000
O 5.05 -0.12 -1.36 0.000
H 4.02 -1.76 -2.05 0.000
H 5.36 -1.05 -2.92 0.000
H 5.79 -2.06 -1.61 0.000
H 5.72 0.37 -1.85 0.000
C 2.70 -4.48 -1.19 0.000
O 3.90 -4.79 -1.87 0.000
H 2.49 -3.44 -1.44 0.000
H 1.78 -4.99 -1.46 0.000
H 2.78 -4.57 -0.11 0.000
H 4.54 -4.95 -1.17 0.000
C -3.60 -1.15 4.01 0.058
O -2.52 -0.33 4.36 0.134
H -3.97 -1.84 4.77 -0.003
H -4.45 -0.47 3.95 0.032
H -3.56 -1.50 2.98 0.005
H -2.53 0.37 3.69 -0.003
```

As for the multiplicity: 2. The value obtained for the electronic energy is -68752.98259 eV. As for the total charge: +1. As for the frontier orbital gap (alpha / beta): 9.42 / 2.37 eV. The HOMO energy (alpha / beta) comes out at -12.31 / -12.30 eV. Its strongest force on any atom is 3.81 eV Å⁻¹.

***

No. 2
# C5H12N2

An isolated molecule of C5H12N2 (the ωB97M-V functional and the def2-TZVPD basis, OMol25).

```
19
Properties=species:S:1:pos:R:3:nbo_charge:R:1
N -0.65 -0.62 -1.21 -0.622
C 0.72 -0.69 -1.72 -0.225
C 1.59 -1.08 -0.54 -0.418
C 0.92 -0.34 0.62 -0.425
C -0.57 -0.22 0.22 -0.072
C -1.12 1.19 0.41 -0.216
N -1.53 1.43 1.79 -0.860
H -1.06 -1.54 -1.25 0.354
H 0.80 -1.35 -2.58 0.201
H 1.00 0.31 -2.04 0.177
H 2.64 -0.81 -0.66 0.211
H 1.53 -2.16 -0.36 0.194
H 1.04 -0.87 1.56 0.215
H 1.37 0.63 0.81 0.196
H -1.16 -0.90 0.83 0.200
H -0.38 1.92 0.07 0.165
H -2.00 1.30 -0.23 0.202
H -2.35 2.00 1.92 0.366
H -0.79 1.80 2.37 0.355
```

The value obtained for the electronic energy is -8359.58877 eV. As for the energy above the lowest of the compared OMol25 structures with the same formula, charge and spin: 0.547 eV. As for the SMILES: NC[C@@H]1CCCN1. As for the frontier orbital gap: 9.91 eV. The HOMO energy comes out at -8.73 eV. Its strongest force on any atom is 0.63 eV Å⁻¹.

***

No. 3
# C3H8NP

An isolated molecule of C3H8NP in a non-equilibrium geometry (the ωB97M-V functional and the def2-TZVPD basis, OMol25).

```
13
Properties=species:S:1:pos:R:3:nbo_charge:R:1
C -0.22 -0.22 -0.08 0.352
C -0.35 -1.77 0.15 -0.657
C 0.61 0.18 -1.34 -0.701
N -0.88 0.50 0.70 -0.716
P -1.24 2.24 0.88 0.501
H -1.33 -2.02 -0.04 0.225
H -0.21 -2.02 1.26 0.232
H 0.34 -2.23 -0.53 0.202
H 1.50 -0.32 -1.26 0.218
H 0.91 1.30 -1.36 0.220
H 0.29 -0.19 -2.32 0.237
H -0.06 2.87 1.02 -0.068
H -1.30 2.15 2.23 -0.046
```

The value obtained for the electronic energy is -14017.93369 eV. As for the energy above the lowest of the compared OMol25 structures with the same formula, charge and spin: 0.837 eV. As for the SMILES: CC(C)=NP. As for the frontier orbital gap: 9.65 eV. The HOMO energy comes out at -8.66 eV. Its strongest force on any atom is 3.47 eV Å⁻¹.